Entry from the Open Molecules 2025 dataset: an isolated ion of composition C5H9N2OS and charge +1 (wB97M-V/def2-TZVPD).

```
18
Properties=species:S:1:pos:R:3:forces:R:3
C 2.62959 0.57008 -0.55857 -2.27 -0.59 0.30
C 1.98306 -0.60520 -0.65962 1.42 0.54 -0.53
C 1.89270 1.75507 -0.01434 1.49 -2.62 -1.90
C -0.25948 0.85109 0.38465 -1.32 -0.57 0.67
C -2.92818 0.14386 -0.19252 -2.17 -1.93 -0.85
N 0.71919 1.74192 0.38242 -1.69 1.17 0.39
N 0.69181 -0.85554 -0.10886 2.19 1.80 1.85
O -0.83628 0.59641 1.55928 1.24 1.06 2.19
S -1.42349 0.78519 -0.96210 -0.14 0.71 0.18
H 3.60559 0.63808 -0.97508 0.62 0.32 0.03
H 2.50507 -1.50074 -0.98036 0.06 0.12 -0.45
H 2.34629 2.67136 -0.15466 1.16 2.02 0.40
H -3.75694 0.36623 -0.98258 1.53 -0.11 1.33
H -3.29978 0.52103 0.80055 0.92 -0.08 -1.13
H -2.91120 -1.01858 -0.19000 0.15 2.00 0.29
H 0.11390 -1.40102 -0.67129 -1.10 -1.41 -0.94
H 1.04037 -1.29670 0.72945 -1.17 -0.89 0.73
H -0.41372 1.12945 2.36185 -0.91 -1.54 -2.56
```
Positions in Å, forces in eV/Å.

For the HOMO energy, the calculation gives -13.4 eV. The calculation puts the maximum force at 3.56 eV/Å. Its charge is +1. The energy above the lowest of the compared OMol25 structures with the same formula, charge and spin comes out at 281.8 kJ/mol. As for the molar mass: 145.21 g/mol. The total energy is -21184.650 eV.

---

Entry from the Open Molecules 2025 dataset: one molecule with the formula C5H9N3 (wB97M-V/def2-TZVPD).

```
17
Properties=species:S:1:pos:R:3:forces:R:3
C -2.40181 -1.28729 0.42408 0.95 2.66 -0.53
C -1.42270 -0.53007 1.01198 -2.72 -0.73 3.36
C -0.08087 -0.39909 0.59321 3.04 -0.96 -3.35
C 0.48412 -1.55852 -0.01238 -0.68 -0.19 2.05
N 0.44193 1.01064 0.66002 -2.69 -4.67 -0.98
C 1.66229 1.40614 0.24607 3.43 1.63 -1.86
N 1.94354 1.74704 -1.01698 -0.71 -1.44 3.68
N 0.87112 1.53194 -1.85325 -1.00 -2.11 -0.22
H -2.17611 -1.34603 -0.69376 -0.91 -0.94 1.63
H -3.42260 -1.34071 0.91514 1.44 -0.23 -0.99
H -1.57438 -0.08706 2.06668 -0.26 -0.64 -1.51
H 0.16941 -2.67885 0.33257 0.00 3.26 -1.03
H 1.40932 -1.64075 -0.58394 0.05 0.72 0.35
H 0.02258 1.40877 1.44906 -0.22 1.00 1.23
H 2.44743 1.48858 1.07060 -0.71 0.31 -1.63
H 0.47391 0.51299 -1.81819 0.88 2.53 -0.03
H 1.15280 1.76226 -2.79090 0.09 -0.18 -0.17
```
Positions in Å, forces in eV/Å.

For the HOMO energy, the calculation gives -8.4 eV. The calculation puts the maximum force at 5.47 eV/Å. Its charge is 0. The energy above the lowest of the compared OMol25 structures with the same formula, charge and spin comes out at 458.1 kJ/mol. As for the molar mass: 111.15 g/mol. The total energy is -9796.719 eV.

---

Entry from the Open Molecules 2025 dataset: C5H9N3 as an isolated structure (wB97M-V/def2-TZVPD).

```
17
Properties=species:S:1:pos:R:3:forces:R:3
C -0.69508 0.18108 -0.09038 0.77 -1.12 0.77
C 0.15412 1.35608 0.25175 1.25 4.68 -0.03
C 1.58273 -1.13673 -0.47583 -0.74 5.20 0.38
C 0.10342 -1.10643 -0.38920 -1.54 -0.55 0.08
C -0.58701 -0.96830 1.00482 -0.45 -0.78 -0.40
H -2.12105 -0.28675 -1.33414 -0.94 -2.08 -1.53
H -2.69177 0.58667 -0.07479 1.72 0.15 -2.52
H 0.00680 1.87695 1.47533 0.60 -2.01 -3.50
H -0.20003 2.34882 -0.47023 0.96 -3.01 2.04
H 2.18035 1.97942 0.23151 0.63 -1.22 -0.48
H 2.00822 -2.05612 -0.67711 1.44 -1.36 -0.43
H -0.41980 -1.87805 -1.05121 0.74 1.25 0.85
H -1.51750 -1.66068 1.04146 1.71 1.33 0.43
H 0.14735 -0.93415 1.95138 -2.03 0.29 -2.30
N -1.92954 0.55015 -0.89196 0.03 0.80 5.26
N 1.68883 1.15784 -0.12529 -3.57 0.68 0.86
N 2.28995 -0.00982 -0.37611 -0.57 -2.25 0.52
```
Positions in Å, forces in eV/Å.

For the HOMO energy, the calculation gives -7.9 eV. The calculation puts the maximum force at 5.31 eV/Å. Its charge is 0. The energy above the lowest of the compared OMol25 structures with the same formula, charge and spin comes out at 476.5 kJ/mol. As for the molar mass: 111.15 g/mol. The total energy is -9796.528 eV.

---

Entry from the Open Molecules 2025 dataset: one molecule with the formula C5H9N3 (wB97M-V/def2-TZVPD).

```
17
Properties=species:S:1:pos:R:3:forces:R:3
C 1.71169 -0.86707 -0.43068 0.09 0.07 0.42
N -0.44389 -1.08322 1.18212 -0.28 0.22 0.96
C -0.67043 0.20092 1.40452 -0.87 -1.32 -0.07
C 0.29051 -0.45759 -0.67807 0.68 1.70 -1.17
C -0.37631 1.95446 -0.22899 0.30 -0.45 -0.13
C -0.35793 -0.68361 -1.82994 0.13 0.45 0.46
N -0.12457 0.77542 0.16012 -0.43 -1.12 -0.78
N -1.32389 1.00913 2.14826 0.26 0.43 0.38
H -0.96994 -1.75032 1.73480 0.01 0.24 0.23
H -1.69669 0.55675 2.97555 0.04 -0.05 -0.11
H 1.89907 -0.89391 0.64241 0.07 0.03 -0.15
H 2.40577 -0.16499 -0.89362 0.04 -0.01 -0.11
H 1.89238 -1.87043 -0.80996 -0.07 0.04 -0.13
H -0.89195 2.59579 0.47904 0.15 0.01 0.10
H -0.10288 2.25258 -1.23237 -0.04 -0.02 -0.02
H 0.12635 -1.23186 -2.62167 -0.05 -0.43 0.15
H -1.36729 -0.34205 -2.00149 -0.02 0.21 -0.03
```
Positions in Å, forces in eV/Å.

For the HOMO energy (spin up / spin down), the calculation gives -7.8 / -7.8 eV. The calculation puts the maximum force at 2.17 eV/Å. Its charge is 0. The energy above the lowest of the compared OMol25 structures with the same formula, charge and spin comes out at 356.9 kJ/mol. As for the molar mass: 111.15 g/mol. The total energy is -9797.768 eV.